{
  "formula": "C30H44N2O2P2Zr",
  "method": "ωB97M-V/def2-TZVPD",
  "e_above_lowest_kj_mol": 0.0,
  "orbital_gap_ev": 6.81,
  "total_energy_ha": -2158.91830,
  "total_charge": 2,
  "multiplicity": 1,
  "homo_ev": -13.42,
  "elements": ["Zr", "C", "C", "C", "P", "C", "C", "C", "C", "C", "C", "C", "C", "C", "C", "N", "C", "C", "C", "C", "C", "C", "C", "P", "C", "C", "C", "C", "C", "C", "H", "H", "H", "H", "H", "H", "H", "H", "H", "H", "H", "H", "H", "H", "H", "H", "H", "H", "H", "H", "H", "H", "H", "H", "H", "H", "H", "H", "H", "H", "H", "H", "H", "H", "H", "H", "H", "H", "H", "H", "O", "C", "C", "C", "C", "O", "N", "H", "H", "H", "H"],
  "xyz": [[0.257606, -0.938663, 0.127597], [-3.342204, -0.944784, 2.317579], [-3.576071, -1.547776, 0.900685], [-5.074122, -1.540327, 0.581819], [-2.441729, -0.832943, -0.357595], [-2.922464, -1.461311, -2.021110], [-2.906230, -3.002660, -1.927824], [-1.944908, -0.902890, -3.066924], [-2.529218, 0.976288, -0.410453], [-3.738558, 1.663897, -0.409062], [-3.801032, 3.044750, -0.471484], [-5.160537, 3.714257, -0.450191], [-2.588749, 3.756767, -0.543504], [-1.385051, 3.087600, -0.464866], [-1.341934, 1.708739, -0.390561], [-0.138548, 0.970121, -0.238265], [1.075086, 1.486125, 0.261181], [1.079914, 2.454992, 1.310971], [2.264439, 2.892847, 1.848223], [3.497206, 2.397330, 1.389044], [4.772180, 2.911828, 1.993035], [3.480749, 1.392548, 0.466257], [2.285552, 0.894802, -0.152012], [2.265810, -0.473976, -1.408764], [2.651699, 0.180791, -3.096969], [4.078453, 0.765200, -3.120912], [1.608110, 1.215271, -3.572009], [3.546004, -1.753798, -0.993927], [2.887327, -2.871698, -0.176742], [4.858827, -1.286969, -0.364661], [-3.774545, -1.627801, 3.055829], [-3.818248, 0.025938, 2.391112], [-2.284213, -0.816758, 2.532020], [-3.209170, -2.585489, 0.910609], [-5.513980, -0.557427, 0.823343], [-5.542326, -2.318118, 1.189107], [-5.265348, -1.755199, -0.471855], [-3.931768, -1.053841, -2.220213], [-1.924656, -3.369301, -1.590404], [-3.095156, -3.454266, -2.896307], [-3.682182, -3.378460, -1.258464], [-0.932312, -1.335969, -2.879138], [-1.891636, 0.171550, -2.952441], [-2.192910, -1.170644, -4.088349], [-4.670516, 1.116483, -0.367497], [-5.959873, 2.965264, -0.594405], [-5.237354, 4.485853, -1.213193], [-5.370852, 4.166082, 0.537357], [-2.576150, 4.830130, -0.653952], [-0.455171, 3.629496, -0.517428], [0.146535, 2.853969, 1.701522], [2.240384, 3.620735, 2.647525], [4.987989, 3.916928, 1.641618], [5.583182, 2.246369, 1.724702], [4.666281, 2.928508, 3.086626], [4.451643, 1.063425, 0.151410], [2.586381, -0.759777, -3.662066], [4.131481, 1.589452, -2.437429], [4.334065, 1.130902, -4.100403], [4.832139, 0.009026, -2.856226], [1.724518, 2.141344, -2.988999], [0.591824, 0.802001, -3.438568], [1.766565, 1.451770, -4.620002], [3.730306, -2.132515, -2.006615], [2.633173, -2.539752, 0.825612], [3.583105, -3.687078, -0.074165], [2.004552, -3.246451, -0.722604], [4.703747, -0.977407, 0.649588], [5.321792, -0.511895, -0.954009], [5.551086, -2.129407, -0.329107], [-0.341230, -2.766895, 1.066518], [0.092944, -2.383028, 2.207988], [-0.101762, -3.059147, 3.542611], [0.546550, -2.045423, 4.490459], [1.089201, -0.904656, 3.579151], [1.702410, 0.081944, 3.846675], [0.733497, -1.214886, 2.232878], [0.336576, -4.057673, 3.580685], [-1.162409, -3.239640, 3.682425], [1.364825, -2.467698, 5.072162], [-0.220590, -1.636922, 5.165754]],
  "atomic_forces_ev_per_a": [[0.2, -0.2, 0.2], [0.0, -0.5, -0.8], [0.3, 0.0, 0.6], [0.2, 0.3, -0.2], [0.4, 0.8, -0.1], [-0.2, -0.2, 0.0], [-0.1, 0.3, -0.1], [0.6, -0.6, 0.9], [-0.4, -0.1, 0.3], [0.0, -0.1, -0.2], [-0.2, 0.6, 0.0], [-0.1, -0.3, 0.5], [-0.6, -0.4, 0.1], [0.3, 0.1, -0.4], [0.1, -0.4, 0.4], [-0.7, 0.1, -0.3], [-0.1, 0.6, 0.6], [0.2, -0.2, -0.2], [-0.4, -0.1, -0.3], [-0.3, 0.2, 0.6], [-0.4, -0.3, 0.1], [-0.2, -0.3, -0.7], [0.7, 0.2, 0.2], [0.6, 0.9, 0.1], [0.0, 0.2, 0.1], [-0.2, -1.2, 0.1], [-0.1, -0.6, 0.7], [-0.1, 0.3, -0.1], [-0.3, 0.3, -0.8], [-0.1, -0.8, -0.5], [0.0, 0.2, 0.0], [-0.1, 0.2, 0.1], [0.2, 0.0, 0.1], [-0.2, 0.1, 0.1], [0.1, -0.5, -0.1], [-0.2, 0.2, -0.1], [-0.1, -0.1, 0.1], [0.3, -0.4, 0.0], [-0.2, 0.1, 0.0], [0.0, 0.0, -0.2], [0.1, 0.0, 0.0], [-0.4, 0.3, -0.1], [0.1, 0.3, -0.3], [-0.3, 0.0, -0.1], [0.0, -0.1, -0.1], [0.4, 0.4, -0.1], [-0.1, 0.0, 0.0], [0.3, 0.0, -0.5], [-0.1, 0.1, 0.1], [0.1, 0.2, 0.0], [0.1, -0.2, -0.2], [0.0, 0.1, 0.0], [0.1, 0.1, 0.0], [0.3, 0.1, 0.0], [0.2, 0.1, -0.3], [0.0, -0.4, -0.2], [0.1, 0.3, -0.3], [0.2, 0.5, 0.4], [-0.1, 0.1, -0.5], [-0.2, 0.3, -0.1], [-0.2, -0.3, -0.2], [0.3, 0.4, -0.1], [0.0, 0.0, -0.1], [0.2, -0.2, 0.1], [-0.1, 0.1, 0.3], [0.2, -0.4, 0.1], [0.2, -0.1, 0.4], [0.0, 0.3, 0.5], [0.2, 0.3, 0.1], [0.0, -0.1, -0.1], [-0.2, -0.7, 0.4], [-0.3, -0.5, -0.1], [0.4, 0.2, -0.5], [-0.3, 0.5, -0.1], [0.0, 0.1, 0.2], [-0.1, -0.3, 0.4], [-0.3, -0.5, 0.2], [0.2, 0.1, -0.2], [-0.3, 0.2, 0.1], [-0.1, 0.1, 0.1], [0.5, 0.1, -0.1]],
  "lowdin_charge": [1.57, -0.08, -0.53, -0.09, 1.05, -0.52, -0.10, -0.10, -0.30, -0.03, -0.24, -0.03, 0.01, -0.02, -0.29, -0.19, -0.34, 0.00, 0.01, -0.25, -0.01, -0.03, -0.28, 1.02, -0.51, -0.08, -0.09, -0.51, -0.12, -0.09, 0.10, 0.08, 0.05, 0.10, 0.08, 0.10, 0.07, 0.12, 0.08, 0.09, 0.07, 0.07, 0.06, 0.09, 0.10, 0.09, 0.09, 0.10, 0.13, 0.12, 0.13, 0.14, 0.10, 0.08, 0.10, 0.09, 0.11, 0.07, 0.09, 0.07, 0.09, 0.06, 0.09, 0.12, 0.06, 0.10, 0.08, 0.08, 0.06, 0.10, -0.18, -0.50, -0.05, -0.04, -0.41, 0.14, 0.01, 0.14, 0.13, 0.13, 0.14]
}